# 1
C38H31Cl3F5O3PReS as an isolated structure at a distorted geometry, computed with ωB97M-V/def2-TZVPD.

Structure (ORCA input):
```
! wB97M-V def2-TZVPD RIJCOSX def2/J DEFGRID3
* xyz 0 2
Re 0.039 -0.023 0.258
C 6.519 1.552 -0.240
C 6.224 0.793 -1.361
C 4.934 0.329 -1.573
C 3.924 0.627 -0.659
C 4.223 1.411 0.455
C 5.517 1.859 0.668
P 2.193 0.163 -1.024
C 2.286 -1.006 -2.396
C 2.998 -2.191 -2.213
C 2.953 -3.178 -3.181
C 2.184 -2.997 -4.323
C 1.474 -1.820 -4.505
C 1.521 -0.823 -3.542
C 1.467 1.735 -1.543
C 1.925 2.774 -2.334
C 1.142 3.918 -2.420
C -0.068 3.994 -1.739
C -0.511 2.945 -0.941
C 0.270 1.801 -0.812
H 7.528 1.911 -0.078
H 7.002 0.563 -2.078
H 4.719 -0.261 -2.453
H 3.444 1.684 1.148
H 5.741 2.454 1.544
H 3.571 -2.341 -1.305
H 3.511 -4.095 -3.041
H 2.126 -3.783 -5.065
H 0.878 -1.678 -5.397
H 0.967 0.098 -3.675
H 2.865 2.701 -2.868
H 1.476 4.761 -3.012
H -0.668 4.891 -1.818
H -1.452 3.033 -0.410
C -2.317 -2.028 -2.390
C -2.942 -0.639 -2.571
C -1.894 0.387 -3.017
C -3.730 -0.216 -1.343
C -5.107 -0.114 -1.470
C -5.917 0.255 -0.412
C -5.336 0.536 0.811
C -3.966 0.456 1.004
C -3.437 0.785 2.386
C -2.448 1.953 2.381
C -2.879 -0.462 3.082
C -3.145 0.063 -0.081
O -1.815 -0.058 0.086
H -1.782 -2.333 -3.292
H -3.088 -2.770 -2.174
H -1.602 -2.035 -1.574
H -3.674 -0.716 -3.380
H -1.016 0.356 -2.375
H -2.292 1.403 -3.003
H -1.573 0.159 -4.035
H -5.557 -0.342 -2.429
H -6.988 0.332 -0.544
H -5.964 0.818 1.648
H -4.301 1.113 2.969
H -1.493 1.673 1.935
H -2.258 2.292 3.401
H -2.860 2.795 1.821
H -2.033 -0.889 2.549
H -3.655 -1.227 3.148
H -2.556 -0.211 4.095
F -0.893 0.387 7.378
C -0.383 0.313 6.155
C -0.239 1.462 5.396
F -0.628 2.637 5.893
C 0.319 1.385 4.134
F 0.495 2.507 3.441
C 0.729 0.170 3.596
S 1.591 0.101 2.066
C 0.573 -0.972 4.375
F 0.974 -2.151 3.920
C 0.028 -0.908 5.646
F -0.088 -2.007 6.386
Cl 0.261 -5.272 -0.438
C 0.363 -4.291 1.028
Cl 1.993 -4.439 1.723
Cl -0.837 -4.833 2.196
C 0.180 -2.787 0.686
O 0.651 -2.384 -0.397
O -0.388 -2.058 1.521
*
```

Computed properties:
Maximum force (eV/A): 2.81
E_LUMO (alpha / beta) (eV): -2.00 / -1.54
HOMO energy (alpha / beta) (eV): -8.16 / -8.12
Relative energy (zero: lowest compared OMol25 entry of this formula, charge and spin) (kJ/mol): 62.59

# 2
A 2-piece molecular cluster, C2H8N2O overall at a distorted geometry, computed with ωB97M-V/def2-TZVPD.

Structure (ORCA input):
```
! wB97M-V def2-TZVPD RIJCOSX def2/J DEFGRID3
* xyz 0 1
C 0.588 1.571 2.168
N 0.624 0.534 1.406
H 1.240 1.539 3.027
H 0.037 2.440 1.778
H 0.292 0.340 0.059
H 1.433 -0.073 1.502
N -0.951 -1.727 -1.067
C -0.497 -0.560 -1.822
O 0.315 0.327 -1.120
H -0.128 -2.157 -0.669
H -1.565 -1.384 -0.321
H 0.019 -0.798 -2.804
H -1.408 -0.051 -2.137
*
```

Computed properties:
Maximum force (eV/A): 3.35
E_LUMO (eV): -0.03
HOMO energy (eV): -8.52
Relative energy (zero: lowest compared OMol25 entry of this formula, charge and spin) (kJ/mol): 290.92

# 3
C27H49AlBr2FI3N2O4PS as an isolated structure at a distorted geometry, computed with ωB97M-V/def2-TZVPD.

Structure (ORCA input):
```
! wB97M-V def2-TZVPD RIJCOSX def2/J DEFGRID3
* xyz 3 1
C 0.850 3.292 2.076
C -0.684 2.941 2.087
C -1.039 1.453 2.509
C 0.204 0.541 2.794
C -0.294 -0.931 2.881
C 0.855 -1.992 2.814
C 0.332 -3.321 2.177
C 0.591 -3.518 0.648
C 0.713 -2.224 -0.229
C 1.095 -2.723 -1.684
C 0.285 -2.081 -2.855
C 0.799 -0.736 -3.454
I -0.286 0.734 -2.148
C 0.166 -0.262 -4.868
N -1.080 0.540 -4.611
C -1.643 0.839 -5.660
S -2.175 1.250 -7.047
C 0.178 -1.209 -6.076
I 1.631 -1.029 -7.658
C -0.776 -2.153 -6.184
C -1.930 -2.391 -5.216
I -0.791 -3.510 -7.853
C 1.254 0.895 -5.111
O 1.245 1.757 -5.880
O 2.344 0.848 -4.200
C 2.320 -0.323 -3.365
C 3.456 -1.343 -3.685
Br 2.901 -2.896 -4.745
C 4.751 -0.751 -4.350
C 4.689 -0.432 -5.851
Br 5.485 0.733 -3.275
P 2.433 0.501 -1.630
C 2.906 2.284 -1.740
O 3.637 -0.194 -0.751
H 0.976 4.371 1.887
H 1.309 2.680 1.280
H 1.396 3.021 3.003
H -1.182 3.621 2.826
H -1.130 3.132 1.097
H -1.677 1.460 3.422
H -1.631 0.941 1.729
H 0.947 0.601 1.976
H 0.654 0.799 3.780
H -1.037 -1.130 2.084
H -0.819 -1.093 3.842
H 1.094 -2.233 3.866
H 1.782 -1.601 2.359
H -0.761 -3.383 2.330
H 0.856 -4.135 2.706
H -0.221 -4.118 0.191
H 1.524 -4.088 0.461
H 1.559 -1.618 0.138
H -0.262 -1.706 -0.214
H 0.814 -3.793 -1.688
H 2.189 -2.691 -1.807
H -0.735 -1.899 -2.473
H 0.204 -2.830 -3.661
H -2.119 -3.477 -5.174
H -2.838 -1.963 -5.696
H -1.843 -1.907 -4.237
H 3.812 -1.766 -2.727
H 5.500 -1.556 -4.240
H 3.885 0.260 -6.126
H 4.680 -1.348 -6.463
H 5.637 0.079 -6.114
H 3.442 2.569 -2.655
H 1.963 2.863 -1.658
H 3.465 2.531 -0.815
H 3.599 0.119 0.171
N -3.741 3.098 -2.240
H -4.371 3.076 -3.049
H -3.346 4.039 -2.143
H -4.268 2.861 -1.394
H -2.982 2.417 -2.377
C -4.084 1.101 5.657
C -3.093 0.080 6.177
O -1.896 0.657 6.665
C -2.029 1.556 7.769
C -2.624 0.919 9.008
H -3.621 1.743 4.894
H -4.950 0.606 5.218
H -4.446 1.762 6.467
H -2.804 -0.581 5.352
H -3.548 -0.558 6.939
H -2.605 2.440 7.470
H -1.018 1.903 7.998
H -3.656 0.609 8.846
H -2.617 1.627 9.836
H -2.052 0.034 9.295
F -5.572 2.105 7.821
Al -0.138 3.206 4.530
*
```

Computed properties:
Maximum force (eV/A): 3.39
E_LUMO (eV): -12.34
HOMO energy (eV): -13.61

What did the second record say?
A 2-piece molecular cluster, C2H8N2O overall at a distorted geometry, computed with ωB97M-V/def2-TZVPD.

Structure (ORCA input):
```
! wB97M-V def2-TZVPD RIJCOSX def2/J DEFGRID3
* xyz 0 1
C 0.588 1.571 2.168
N 0.624 0.534 1.406
H 1.240 1.539 3.027
H 0.037 2.440 1.778
H 0.292 0.340 0.059
H 1.433 -0.073 1.502
N -0.951 -1.727 -1.067
C -0.497 -0.560 -1.822
O 0.315 0.327 -1.120
H -0.128 -2.157 -0.669
H -1.565 -1.384 -0.321
H 0.019 -0.798 -2.804
H -1.408 -0.051 -2.137
*
```

Computed properties:
Maximum force (eV/A): 3.35
E_LUMO (eV): -0.03
HOMO energy (eV): -8.52
Relative energy (zero: lowest compared OMol25 entry of this formula, charge and spin) (kJ/mol): 290.92

Q: Which of these has the highest maximum force?
A: C27H49AlBr2FI3N2O4PS

Q: Among the records above, which one has the highest maximum force?
A: C27H49AlBr2FI3N2O4PS

Q: Number 3 is which compound?
A: C27H49AlBr2FI3N2O4PS